Molecular formula: C5H10O
Method: DFT, ωB97M-V/def2-TZVPD

Summary:
HOMO-LUMO gap	8.365	eV
energy above the lowest of the compared OMol25 structures with the same formula, charge and spin	434.4	kJ/mol
multiplicity	1

Last column: natural (NBO) charge in e.
Atoms and positions in Å:
C -2.212 0.289 0.015  -0.62
C -0.904 -0.342 0.438  -0.46
C 0.382 0.614 -0.584  -0.39
C 1.654 -0.109 -0.817  -0.60
C 2.457 -0.238 0.337  0.33
O 2.094 0.134 1.465  -0.69
H -3.030 -0.074 0.647  0.23
H -2.168 1.378 0.119  0.22
H -2.455 0.049 -1.025  0.21
H -0.568 -0.115 1.451  0.25
H -0.929 -1.438 0.316  0.23
H -0.205 0.859 -1.465  0.23
H 0.466 1.388 0.178  0.26
H 1.899 -0.505 -1.794  0.23
H 0.260 -0.558 -0.266  0.45
H 3.454 -0.707 0.206  0.12